This record from the Open Molecules 2025 dataset describes a single C6H8OSi molecule at a distorted geometry. The level of theory is ωB97M-V/def2-TZVPD.

The calculation puts the LUMO energy at 0.729 eV. The total energy is -598.10686 Ha. Its SMILES is Oc1ccccc1[SiH3]. For the HOMO energy, the calculation gives -8.485 eV. As for the spin multiplicity: 1. As for the charge: 0.

Atoms and positions in Å:
C (-2.14434, 0.01045, -0.04799)
C (-1.63338, 1.30679, 0.06099)
C (-1.42530, -1.16288, -0.13303)
C (-0.26559, 1.38040, 0.08675)
C (-0.02602, -0.99807, -0.13864)
C (0.59101, 0.28845, 0.01202)
O (0.86473, -2.00946, 0.07918)
Si (2.47752, 0.40036, -0.00301)
H (-3.19690, 0.07488, 0.11476)
H (-2.38234, 2.09814, 0.12695)
H (-1.93261, -2.13901, -0.07738)
H (0.31453, 2.28862, 0.30563)
H (0.61480, -2.92795, -0.13762)
H (2.73221, -0.73618, -0.92359)
H (2.82392, 0.43695, 1.47644)
H (2.58778, 1.68852, -0.80146)

Löwdin atomic charges, in units of e:
1 C -0.115
2 C -0.097
3 C -0.023
4 C -0.142
5 C -0.327
6 C -0.346
7 O -0.032
8 Si 0.706
9 H 0.091
10 H 0.105
11 H 0.117
12 H 0.095
13 H 0.125
14 H -0.052
15 H -0.050
16 H -0.055